DFT (ωB97M-V/def2-TZVPD) results for a cluster of 4 separate species, C31H67NO16P3S in total.

```
119
C31H67NO16P3S (ωB97M-V/def2-TZVPD)
C 5.28952 1.77400 1.47699
C 4.43423 0.63011 0.65420
O 2.98839 0.58380 1.05384
C 4.63352 0.66494 -0.97259
N 4.32447 2.00866 -1.62050
C 5.60965 2.44266 -2.32113
C 5.56029 3.95483 -2.95150
C 6.79150 4.93926 -2.45742
S 6.30758 5.79861 -0.82217
O 4.87823 6.41095 -0.87942
O 7.30032 6.98405 -0.50998
O 6.35652 4.74027 0.52410
C 3.10747 1.97947 -2.53780
C 1.80872 2.74996 -1.81913
C 0.45471 1.87097 -1.39543
C -0.84680 2.59855 -0.63876
C -0.86543 4.23031 -0.29800
C 0.47331 5.08973 -0.70923
C 1.76727 4.35733 -1.47229
H 5.51144 1.40780 2.57733
H 6.32845 2.00661 0.95785
H 4.65729 2.77956 1.55646
H 4.87170 -0.41940 1.01818
H 2.55129 1.42976 0.74183
H 4.02510 -0.23456 -1.41476
H 5.78151 0.40545 -1.17258
H 4.08502 2.71166 -0.85784
H 5.86448 1.67151 -3.16459
H 6.44222 2.46268 -1.46621
H 4.56587 4.45760 -2.59330
H 5.49416 3.91627 -4.14289
H 7.83362 4.40381 -2.39208
H 6.82931 5.82737 -3.25333
H 6.92407 3.97096 0.22208
H 3.30145 2.45207 -3.60138
H 2.71098 0.87635 -2.75272
H 0.34643 0.71153 -1.56191
H -1.78285 1.97109 -0.31916
H -1.77460 4.77722 0.21707
H 0.53803 6.24051 -0.46620
H 2.66522 5.07722 -1.72464
O 4.28908 -3.29387 -4.22129
P 3.56633 -4.45116 -3.48927
O 4.79495 -4.71989 -2.41105
C 4.91274 -3.84640 -1.30197
C 3.87700 -4.17298 -0.24551
O 4.03983 -5.60326 -4.59801
C 4.18221 -5.24768 -5.96757
C 5.64442 -5.00253 -6.30166
O 2.75880 -5.74417 -2.67139
C 1.59722 -6.27737 -3.29056
C 1.92378 -7.53943 -4.06883
H 4.83250 -2.80817 -1.62660
H 5.91651 -3.99093 -0.88439
H 2.86969 -3.94952 -0.61160
H 4.05152 -3.58862 0.66131
H 3.89956 -5.23808 0.00846
H 3.56114 -4.38452 -6.22364
H 3.81384 -6.08626 -6.56788
H 6.10198 -4.27740 -5.62321
H 5.75122 -4.63612 -7.32647
H 6.21881 -5.92900 -6.19957
H 1.12171 -5.52611 -3.92907
H 0.89808 -6.52542 -2.48642
H 2.26570 -7.29582 -5.07995
H 1.03817 -8.17101 -4.18100
H 2.71919 -8.11742 -3.58638
O -5.20229 2.84786 0.58005
P -6.03097 2.97907 1.88143
O -7.49285 2.74934 1.13683
C -7.87426 1.42492 0.80917
C -8.35274 0.68117 2.03938
O -6.06008 4.64569 1.83276
C -4.94672 5.35547 1.30450
C -5.21980 5.77703 -0.12990
O -6.95685 3.12567 3.33545
C -6.28501 3.62144 4.48427
C -6.54606 5.10532 4.67160
H -7.04837 0.90071 0.32662
H -8.69499 1.49674 0.08525
H -7.52515 0.51889 2.73752
H -8.76873 -0.29172 1.76609
H -9.11675 1.25712 2.57229
H -4.02551 4.77107 1.38332
H -4.80213 6.25034 1.91898
H -5.52080 4.93094 -0.75359
H -4.33298 6.23838 -0.57332
H -6.04358 6.49735 -0.16479
H -5.21287 3.40879 4.42528
H -6.68828 3.07737 5.34353
H -5.83867 5.70199 4.08660
H -6.41350 5.39778 5.71691
H -7.55407 5.38277 4.34537
O -5.13170 -3.54905 1.97201
P -4.07799 -2.84403 2.86093
O -3.19617 -2.25577 1.58789
C -3.67529 -1.10152 0.92074
C -3.39079 0.14696 1.73060
O -3.17360 -4.22666 3.08736
C -3.82179 -5.49082 3.15182
C -3.71935 -6.20708 1.81531
O -2.90070 -2.05632 3.85411
C -2.90332 -2.37439 5.23822
C -1.85233 -3.42183 5.55980
H -4.74058 -1.20081 0.70851
H -3.14613 -1.04174 -0.03802
H -3.98013 0.15017 2.65326
H -3.64060 1.04431 1.15911
H -2.33579 0.19301 2.02096
H -4.86169 -5.39135 3.47595
H -3.31210 -6.08616 3.91671
H -4.07850 -5.58546 0.99064
H -4.29678 -7.13568 1.82848
H -2.67500 -6.44749 1.59124
H -3.89945 -2.69685 5.55752
H -2.66186 -1.45121 5.77339
H -2.24602 -4.43065 5.39875
H -1.55204 -3.36639 6.60981
H -0.96593 -3.31300 4.92581
```

Calculated total energy, eV: -106161.37469
HOMO energy, eV: -11.43
Spin multiplicity: 1
Molecular weight, g/mol: 834.857
HOMO-LUMO gap, eV: 7.579
Max |F|, eV Å⁻¹: 9.9
Net charge: +1